No. 1
C3H6N4O in the gas phase. Source: the Open Molecules 2025 dataset; level of theory: ωB97M-V with the def2-TZVPD basis set.

Last columns: bonded neighbours and bond lengths (Å).
Atoms and positions in Å:
1 H -1.213 -1.619 1.043  N2 0.971
2 N -1.873 -1.274 0.419  H1 0.971, C3 1.263
3 C -1.337 -0.416 -0.337  N2 1.263, C4 1.489, N7 1.446
4 C -1.946 0.478 -1.359  C3 1.489, N5 1.327, H10 1.082
5 N -1.149 1.523 -1.534  C4 1.327, O6 1.317
6 O 0.067 1.254 -1.104  N5 1.317, N7 1.424
7 N 0.039 0.025 -0.388  C3 1.446, O6 1.424, N8 1.293
8 N 0.622 0.010 0.766  N7 1.293, C9 1.482, H11 1.063
9 C 2.080 -0.247 0.699  N8 1.482, H12 1.098, H13 1.181, H14 1.079
10 H -2.967 0.518 -1.715  C4 1.082
11 H 0.366 0.731 1.505  N8 1.063
12 H 2.287 -1.248 0.297  C9 1.098
13 H 2.615 0.526 -0.017  C9 1.181
14 H 2.410 -0.262 1.726  C9 1.079

Computed properties:
- HOMO-LUMO gap: 9.751 eV
- E_LUMO: 0.01846 hartree
- Maximum force: 0.0866 Eh/bohr
- Charge: 0
- E_tot: -11211.379 eV
- SMILES string: [H]/N=c1/cnon1NC
- Energy relative to the best compared isomer or geometry (same formula, charge and spin): 124.5 kcal/mol


No. 2
2 unconnected molecules or ions with the total composition C3H6N4O. Source: the Open Molecules 2025 dataset; level of theory: ωB97M-V with the def2-TZVPD basis set.

Last columns: bonded neighbours and bond lengths (Å).
Atoms and positions in Å:
1 C 0.560 -1.052 1.217  C2 1.399, N4 1.325, H9 1.069
2 C -0.497 -1.809 0.701  C1 1.399, N5 1.322, H11 1.069
3 C -0.703 2.389 0.229  O8 1.275, H10 1.072, H12 1.082
4 N 1.484 -0.946 0.273  C1 1.325, N6 1.312
5 N -0.191 -2.149 -0.540  C2 1.322, N6 1.307
6 N 0.985 -1.615 -0.740  N4 1.312, N5 1.307, H13 1.009
7 N -0.571 1.187 -1.723  O8 1.281, H14 1.032
8 O -1.194 1.724 -0.741  C3 1.275, N7 1.281
9 H 0.682 -0.608 2.182  C1 1.069
10 H -1.407 2.756 0.950  C3 1.072
11 H -1.423 -2.101 1.147  C2 1.069
12 H 0.359 2.572 0.327  C3 1.082
13 H 1.471 -1.697 -1.620  N6 1.009
14 H 0.446 1.350 -1.662  N7 1.032

Computed properties:
- HOMO-LUMO gap (spin up / spin down): 8.671 / 9.185 eV
- E_LUMO (spin up / spin down): 0.01304 / 0.01234 hartree
- Maximum force: 0.0467 Eh/bohr
- Charge: 0
- E_tot: -11210.608 eV
- Energy relative to the best compared isomer or geometry (same formula, charge and spin): 142.3 kcal/mol